(1)
DFT (ωB97M-V/def2-TZVPD) results for a single C4H6N2S2 molecule.

XYZ file:
```
14
Properties=species:S:1:pos:R:3:lowdin_charge:R:1
C -1.09239 -0.74818 -0.56503 -0.77
C 1.43078 0.82415 0.49708 -0.59
C 1.49139 -0.43469 1.37514 -0.22
C 0.45760 0.48964 1.61544 -0.57
H -2.84361 -1.66579 -0.70968 0.05
H 0.19421 -1.16181 -2.11753 0.11
H 2.35978 1.54366 0.62195 0.13
H 2.59246 -0.35185 1.95817 0.17
H 1.31645 -1.49156 0.96706 0.13
H 0.24374 1.15875 2.49304 0.11
N -1.95752 -1.46392 -1.24378 0.04
N 0.08931 -0.58476 -1.26398 -0.38
S 1.03909 0.85009 -1.25265 0.89
S -1.32095 0.12015 1.05300 0.91
```

## Properties
E	-1061.8030	a.u.
LUMO level	0.6	eV
structure (SMILES)	[H]/N=C1/NS[C@@H]2C[C@@H]2S1

(2)
DFT (ωB97M-V/def2-TZVPD) results for a single C4H6N2S2 molecule.

XYZ file:
```
14
Properties=species:S:1:pos:R:3:lowdin_charge:R:1
C -2.19230 -0.34516 -0.46272 -0.32
C 0.13668 0.09011 0.07919 -0.69
C 0.72737 -1.10643 0.06201 -0.46
C 2.67544 0.62442 0.10756 -0.74
H -3.68649 0.34643 0.49288 0.08
H -1.78392 -0.99523 -1.24787 0.13
H -1.43787 1.26363 0.56202 0.11
H 0.24985 -2.01678 0.47799 0.09
H 2.80637 0.78047 1.22526 0.06
H 3.54308 1.01048 -0.40402 0.02
N -3.44589 -0.35849 -0.28955 0.07
N -1.20282 0.39824 0.16990 -0.01
S 2.45358 -1.16873 -0.33434 0.80
S 1.15693 1.47705 -0.43832 0.86
```

## Properties
E	-1061.8674	a.u.
LUMO level	0.5	eV
structure (SMILES)	[H]/N=C\NC1=CSCS1

(3)
DFT (ωB97M-V/def2-TZVPD) results for a single C4H6N2S2 molecule.

XYZ file:
```
14
Properties=species:S:1:pos:R:3:lowdin_charge:R:1
C -0.56205 -1.10889 0.70546 -0.66
C 0.64011 -0.12787 0.71766 -0.29
C 0.50866 1.32145 -1.30456 -0.33
C -0.73550 0.33234 1.14342 -0.56
H -0.42439 -2.56262 -1.12308 -0.11
H -0.53342 -1.80585 1.55105 0.10
H 1.36538 -0.28290 1.53169 0.14
H 1.79658 -0.19102 -1.05138 0.12
H 1.14312 1.61892 -2.18643 0.13
H -0.88686 0.55074 2.20936 0.10
N 1.23080 0.41267 -0.48278 0.02
N -0.59395 1.92101 -1.15696 -0.31
S -1.37515 -1.64518 -0.72612 0.77
S -1.57334 1.56720 0.17268 0.87
```

## Properties
E	-1061.8487	a.u.
LUMO level	0.5	eV
structure (SMILES)	S[C@H]1[C@H]2NC=NS[C@@H]12

(4)
DFT (ωB97M-V/def2-TZVPD) results for an isolated ion of composition C4H6N3 and charge +1.

XYZ file:
```
13
Properties=species:S:1:pos:R:3:lowdin_charge:R:1
C -0.41168 1.72546 -1.32588 -0.26
C -0.96708 0.19074 1.19743 0.16
C -0.33216 -0.50296 -0.28358 -0.32
C 0.82196 -1.39042 -0.03265 -0.03
N -0.03386 0.68524 -0.84349 0.09
N -1.28208 1.11177 1.83842 0.31
N -0.82790 2.69682 -1.81961 0.24
H -1.27278 -0.84220 -0.64798 0.14
H 1.48073 -0.57629 0.34676 0.12
H 1.14611 -1.89103 -0.98187 0.12
H 0.48323 -2.29788 0.50669 0.11
H -1.58557 1.99805 2.23079 0.16
H -0.55165 3.37933 -2.58274 0.16
```

## Properties
E	-319.9025	a.u.
charge	+1
LUMO level	-4.9	eV
structure (SMILES)	C[C@@H](C#[NH+])N=C=N

(5)
DFT (ωB97M-V/def2-TZVPD) results for an isolated ion of composition C4H6N3O and charge +1.

XYZ file:
```
14
Properties=species:S:1:pos:R:3:lowdin_charge:R:1
C 0.08587 0.78736 -0.01358 -0.39
C -2.69861 0.01644 -0.00628 -0.17
C 1.29293 1.33760 0.12963 0.13
C 0.47092 -1.54431 -0.06777 0.07
N -3.34135 -0.95756 0.05812 0.37
N -1.01076 1.63585 -0.25340 0.13
N -0.28709 -0.53993 -0.00784 0.03
O -2.32000 1.16716 0.10180 0.16
H 2.18425 0.74532 0.20170 0.07
H 1.41896 2.40298 0.11206 0.08
H 0.01385 -2.51970 -0.02609 0.09
H 1.55170 -1.49686 -0.16707 0.10
H -3.69387 -1.84897 -0.21845 0.15
H -0.92365 2.58364 0.10253 0.17
```

## Properties
E	-395.0939	a.u.
charge	+1
LUMO level	-4.3	eV
structure (SMILES)	C=NC(=C)NOC#[NH+]

(6)
DFT (ωB97M-V/def2-TZVPD) results for an isolated ion of composition C4H6N3O2 and charge +1.

XYZ file:
```
15
Properties=species:S:1:pos:R:3:lowdin_charge:R:1
C 0.29513 -0.65940 0.98591 0.06
C -1.87123 -1.16496 -0.14435 -0.05
C 1.00988 0.49360 0.29128 -0.33
C 2.34648 0.42943 -0.32318 0.03
N -0.80013 -1.16788 0.60432 0.17
N -2.55753 -0.04991 -0.40176 0.11
N -0.23646 1.17655 -0.49411 0.13
O -1.76768 1.05066 -0.10967 -0.06
O 0.38437 1.69251 0.56739 0.09
H 0.73469 -1.04914 1.90021 0.15
H -2.22215 -2.12640 -0.49881 0.16
H 3.10661 0.44839 0.45901 0.11
H 2.48891 1.30228 -0.95888 0.11
H 2.47214 -0.47770 -0.91035 0.11
H -3.38302 0.10197 -0.96700 0.19
```

## Properties
E	-470.2333	a.u.
charge	+1
LUMO level	-5.6	eV
structure (SMILES)	C[C@]12C=NC=[NH+]ON1O2

(7)
DFT (ωB97M-V/def2-TZVPD) results for a 2-piece molecular cluster, C4H6N3O2 overall.

XYZ file:
```
15
Properties=species:S:1:pos:R:3:lowdin_charge:R:1
C 1.63547 -0.72476 -1.09054 0.02
C 1.90263 0.37265 -0.16541 -0.35
C -3.12328 0.22540 0.00113 -0.14
C -2.64541 -0.68545 0.84728 -0.03
N 0.01083 -0.58661 0.32032 0.02
N 0.51412 -1.20483 -0.62068 0.07
N 2.83460 1.30754 -0.20269 0.20
O -3.37698 1.09685 -0.71169 0.29
O 0.88901 0.55819 0.61142 0.12
H 2.10349 -1.15213 -1.86265 0.08
H -3.15753 -1.65778 0.72674 0.13
H -2.82356 -0.44449 1.93731 0.15
H -1.18769 -0.57073 0.65126 0.12
H 3.51295 1.45415 -0.99069 0.17
H 2.91133 2.01197 0.54890 0.15
```

## Properties
E	-470.3906	a.u.
charge	+1
LUMO level	-3.5	eV

(8)
DFT (ωB97M-V/def2-TZVPD) results for a 2-piece molecular cluster, C4H6N3O2P overall.

XYZ file:
```
16
Properties=species:S:1:pos:R:3:lowdin_charge:R:1
C 2.31933 0.86185 1.53339 -0.47
C 1.61016 -1.37742 -0.65461 -0.47
C -1.93583 -0.52241 -0.27978 -0.08
C -1.57221 1.00624 -0.66577 -0.29
N 2.96598 0.01438 1.98587 0.15
N 1.35517 -2.32513 -0.00659 0.22
N -0.30712 1.26528 -0.01637 -0.28
O 1.83868 1.89429 1.01158 -0.28
O 1.73735 -0.48156 -1.37996 0.10
P 0.78268 2.31597 -0.22679 0.98
H -1.38194 -1.45037 -0.48152 0.05
H -2.04000 -0.56638 0.84099 0.08
H -2.92920 -0.77209 -0.70001 0.06
H -1.47673 1.17423 -1.64233 0.05
H -2.26932 1.65790 -0.24631 0.09
H 1.30301 -2.69479 0.92821 0.10
```

## Properties
E	-812.0633	a.u.
LUMO level	-0.5	eV
structure (SMILES)	CC/N=P/OC#N.N=C=O

(9)
DFT (ωB97M-V/def2-TZVPD) results for a 2-piece molecular cluster, C4H6N3OS overall.

XYZ file:
```
15
Properties=species:S:1:pos:R:3:lowdin_charge:R:1
C 0.41758 1.50387 -0.83359 -0.34
C 0.99374 1.51158 0.51406 -0.75
C 2.77369 1.34985 -0.12129 -0.39
C -2.65420 -1.75160 1.25013 -0.12
N 1.19220 1.32985 -1.86106 0.00
N 2.49046 1.14768 -1.44758 -0.05
N 3.87935 1.14832 0.43002 0.07
O -3.34216 -2.75869 0.99126 -0.08
S 0.75786 3.14866 1.13380 0.20
H -0.59585 1.74737 -1.03498 0.07
H 0.94387 0.77510 1.39100 0.07
H -3.17511 -0.83603 1.73413 0.09
H -1.65696 -1.50116 0.69825 0.10
H 3.22805 1.08375 -2.15141 0.13
H 3.92360 1.23130 1.40460 0.00
```

## Properties
E	-793.6412	a.u.
charge	-1
LUMO level	2.6	eV

(10)
DFT (ωB97M-V/def2-TZVPD) results for a single C4H6N4 molecule.

XYZ file:
```
14
Properties=species:S:1:pos:R:3:lowdin_charge:R:1
C -2.98391 -0.03634 -0.16854 -0.09
C 0.29975 0.55481 0.07672 -0.26
C 0.79677 -0.94534 0.22485 -0.16
C 1.63143 1.26855 0.09643 -0.16
H -3.20431 1.06779 -0.86379 0.14
H -3.86676 -0.71571 -0.13052 0.05
H 0.60045 -1.18905 1.51109 0.19
H 0.09590 -1.79982 -0.49376 0.17
H 2.77581 -1.05351 -0.92354 0.13
H 1.72707 2.40350 0.03843 0.13
N -1.80614 -0.24647 0.36869 -0.09
N -0.95525 1.02078 0.24310 0.05
N 2.28859 -0.83897 -0.03516 -0.09
N 2.60059 0.50978 0.05600 -0.02
```

## Properties
E	-374.8345	a.u.
LUMO level	-0.1	eV
structure (SMILES)	C=N/N=C1/C=NNC1

(11)
DFT (ωB97M-V/def2-TZVPD) results for a single C4H6N4 molecule.

XYZ file:
```
14
Properties=species:S:1:pos:R:3:lowdin_charge:R:1
C -1.68248 1.00835 0.15883 -0.32
C -0.17205 -1.93571 -0.38960 -0.39
C 1.52690 -0.29354 -0.20910 -0.20
C 0.78927 0.93748 0.11732 -0.18
N -2.78673 1.47233 0.07996 0.16
N -0.76729 -2.49914 -1.20223 0.14
N 0.89040 -1.53679 0.32090 0.00
N -0.60425 0.54709 -0.01055 0.05
H 1.47064 -0.31361 -1.31223 0.13
H 2.61085 -0.54053 0.01979 0.14
H 0.85074 1.32895 1.12610 0.12
H 0.79404 1.66841 -0.74268 0.15
H -3.47635 1.37011 0.80557 0.07
H 0.55632 -1.21338 1.23793 0.13
```

## Properties
E	-374.9550	a.u.
LUMO level	0.5	eV
structure (SMILES)	N#CNCCN=C=N

(12)
DFT (ωB97M-V/def2-TZVPD) results for a single C4H6N4 molecule.

XYZ file:
```
14
Properties=species:S:1:pos:R:3:lowdin_charge:R:1
C -1.19787 1.90866 0.15859 -0.04
C -0.46839 1.16688 -0.91641 -0.48
C 0.19098 -0.66033 0.63002 -0.37
C 0.98405 -1.87801 0.68819 -0.14
H -1.95571 2.57220 -0.21393 0.07
H -0.40527 2.41748 0.72681 0.10
H -1.60762 1.19284 0.88713 0.05
H -1.20403 2.27210 -2.26756 0.06
H 0.92291 -0.27552 -1.32820 0.13
H -0.43811 -0.92798 2.45119 0.08
N -0.57089 1.44963 -2.15321 0.11
N 0.42155 0.13085 -0.55458 0.12
N -0.45585 -0.29554 1.65777 0.14
N 1.69594 -2.78128 0.53319 0.17
```

## Properties
E	-375.0118	a.u.
LUMO level	0.1	eV
structure (SMILES)	[H]/N=C(\C)N/C(C#N)=N/[H]

(13)
DFT (ωB97M-V/def2-TZVPD) results for a single C4H6N4 molecule.

XYZ file:
```
14
Properties=species:S:1:pos:R:3:lowdin_charge:R:1
C -1.27553 -1.11976 0.00901 -0.10
C 0.03232 -0.66146 0.61009 -0.24
C 1.29079 1.05514 -0.06547 -0.13
C -0.03568 0.84353 0.51674 -0.29
H -1.73225 1.98926 -0.14637 0.16
H -1.64053 -2.10845 -0.09525 0.09
H 0.27749 -1.05156 1.65601 0.16
H 1.69282 -1.91562 -0.03962 0.14
H 1.94067 1.97103 -0.09776 0.12
H -0.01939 1.23313 1.54496 0.14
N -1.24367 1.05749 -0.24337 -0.03
N -1.93857 -0.10455 -0.41045 0.03
N 1.18178 -1.05686 -0.24131 -0.05
N 1.91614 -0.01357 -0.42546 0.00
```

## Properties
E	-374.9424	a.u.
LUMO level	0.8	eV
structure (SMILES)	C1=NN[C@@H]2C=NN[C@H]12

(14)
DFT (ωB97M-V/def2-TZVPD) results for a single C4H6N4 molecule.

XYZ file:
```
14
Properties=species:S:1:pos:R:3:lowdin_charge:R:1
C -1.90690 0.68121 0.01326 -0.30
C -0.02214 -1.68816 0.01604 -0.38
C 1.56692 0.10101 -0.31748 -0.19
C 0.50477 1.05883 0.22149 -0.20
N -3.10383 0.83368 0.00452 0.17
N -1.01883 -2.26084 0.03069 0.14
N 1.21781 -1.23599 0.12271 0.01
N -0.74183 0.58812 -0.27504 0.06
H 1.59165 0.17355 -1.41418 0.12
H 2.55264 0.34970 0.08087 0.12
H 0.52884 1.06383 1.31848 0.13
H 0.69682 2.07558 -0.14265 0.12
H -3.78279 0.20812 0.39125 0.07
H 1.91687 -1.94862 -0.04995 0.14
```

## Properties
E	-374.9874	a.u.
LUMO level	0.6	eV
structure (SMILES)	N#CNCCN=C=N

(15)
DFT (ωB97M-V/def2-TZVPD) results for a 2-piece molecular cluster, C4H6N4O overall.

XYZ file:
```
15
Properties=species:S:1:pos:R:3:lowdin_charge:R:1
C 3.47685 -1.94137 -1.02895 0.10
C 2.38953 -1.01719 -0.98826 -0.02
C 0.90993 -0.36850 -0.56545 -0.12
N -0.30736 -1.24768 -0.92201 0.15
C -1.39327 -0.31858 -0.35342 -0.25
N -2.67993 -0.77572 -0.49402 0.07
N -0.81045 0.94734 0.23455 0.11
N 0.57691 0.94901 0.09961 0.09
H 4.39433 -2.69762 -0.92249 0.09
H -3.13994 -1.39851 0.22522 0.14
H -3.18216 -0.54738 -1.40285 0.14
H -1.36936 1.72754 0.67679 0.17
H 1.29926 1.65299 0.40562 0.19
O -0.20183 2.88302 2.78826 -0.56
H 0.03750 2.15265 2.24741 -0.29
```

## Properties
E	-449.8244	a.u.
LUMO level	-2.1	eV

(16)
DFT (ωB97M-V/def2-TZVPD) results for a 2-piece molecular cluster, C4H6N4O overall.

XYZ file:
```
15
Properties=species:S:1:pos:R:3:lowdin_charge:R:1
C -2.51440 0.21142 0.19675 -0.07
C -1.06242 -1.40310 -0.36175 -0.20
C -0.42844 -0.11178 -0.37348 -0.38
C 2.98649 0.02787 0.20686 -0.04
H 0.35747 2.12940 1.04989 0.32
H -3.49261 0.68036 0.56186 0.15
H -0.63993 -1.95958 -1.18972 0.14
H -0.54098 -1.86114 0.46460 0.14
H 3.97658 -0.64354 0.19019 0.06
H 3.33018 1.14479 0.75580 0.12
N -1.33017 0.91376 -0.05851 -0.13
N -2.36815 -1.11278 -0.02233 0.04
N 0.72161 0.36901 -0.31322 -0.02
N 1.83126 -0.58255 -0.50552 0.00
O -0.82649 2.19785 -0.60141 -0.13
```

## Properties
E	-449.8418	a.u.
LUMO level	-2.3	eV

(17)
DFT (ωB97M-V/def2-TZVPD) results for a single C4H6N4O molecule.

XYZ file:
```
15
Properties=species:S:1:pos:R:3:lowdin_charge:R:1
C 1.47370 1.42026 -0.29408 0.10
C 0.04006 -0.74187 0.12332 -0.06
C 2.30758 0.44075 -0.00270 -0.37
C -1.85746 0.90247 0.11398 -0.28
N 0.99439 0.06689 0.02815 -0.04
N -3.02968 1.25896 -0.02561 0.11
N -1.32227 -0.36243 0.03569 -0.15
N 3.40803 -0.23677 0.38689 0.15
O -2.24244 -1.31444 -0.27338 0.00
H -0.94322 1.53393 0.10837 0.10
H 0.08968 -1.76270 0.41575 0.13
H -3.72542 0.53366 -0.17453 0.04
H 4.21089 0.28591 0.43057 0.07
H 3.57016 -1.09965 -0.07946 0.10
H -2.97397 -0.92498 -0.79297 0.10
```

## Properties
E	-450.0347	a.u.
LUMO level	0.5	eV

(18)
DFT (ωB97M-V/def2-TZVPD) results for an isolated ion of composition C4H6NO and charge +1.

XYZ file:
```
12
Properties=species:S:1:pos:R:3:lowdin_charge:R:1
C -0.34428 0.89967 0.44072 0.01
C -1.60958 0.55497 0.71250 -0.01
C -0.59444 -1.21109 -0.10028 0.09
C 1.57119 -0.04199 -0.53355 0.04
N 0.25711 -0.23262 -0.05524 -0.09
O -1.90457 -0.72433 0.26495 0.09
H 0.23986 1.80137 0.66248 0.17
H -2.48146 1.12571 1.11128 0.17
H -0.66837 -2.24256 -0.41192 0.18
H 2.17706 -0.82947 -0.25766 0.09
H 1.49716 0.04564 -1.71498 0.18
H 1.86033 0.85469 -0.11831 0.07
```

## Properties
E	-285.6987	a.u.
charge	+1
LUMO level	-4.7	eV
structure (SMILES)	C[n+]1ccoc1

We obtain maximum force values of 0.1188, 0.0490, 0.0402, 0.0824, 0.0616, 0.0820, 0.1076, 0.1143, 0.0847, 0.0988, 0.0785, 0.0507, 0.0755, 0.0247, 0.1969, 0.1668, 0.0865, 0.0969 Eh/bohr for the records listed above, in that order.
We obtain orbital gap values of 8.9182, 8.6297, 8.6793, 9.4483, 8.9032, 8.7230, 10.0230, 9.5645, 5.5091, 8.9676, 10.2367, 9.9769, 9.3323, 10.1591, 4.2359, 6.1746, 8.4235, 10.6960 eV for the records listed above, in that order.
We obtain energy above the lowest of the compared OMol25 structures with the same formula, charge and spin values of 3.079, 1.326, 1.836, 3.515, 4.209, 9.015, 4.733, 2.242, 3.389, 6.173, 2.893, 1.348, 3.238, 2.014, 12.634, 12.159, 6.911, 0.640 eV for the records listed above, in that order.